(1)
C21H36F3N2O5PSiV | ωB97M-V with the def2-TZVPD basis set

XYZ file:
```
70
Properties=species:S:1:pos:R:3:lowdin_spin:R:1
V -0.3536 -0.2034 -0.0460 1.19
C -1.1518 3.9098 2.2278 0.00
N -1.8972 3.5465 1.0155 0.01
C -2.8410 4.5462 0.5025 0.00
C -1.6925 2.3962 0.4244 0.00
O -0.8605 1.5537 0.8449 0.00
C -2.4365 2.0248 -0.8484 0.00
O -2.3753 0.6050 -0.9984 0.00
C -3.5230 -0.1022 -0.5224 0.00
C -3.0903 -1.1810 0.4534 0.00
O -1.8730 -1.2868 0.7407 0.01
N -4.0084 -1.9674 0.9651 0.01
C -3.6481 -3.0064 1.9387 0.00
C -5.4279 -1.8279 0.6263 0.00
H -0.4100 4.6680 1.9795 0.00
H -1.8515 4.3152 2.9558 0.00
H -0.6614 3.0335 2.6352 0.00
H -2.5130 5.5235 0.8456 0.00
H -2.8457 4.5662 -0.5846 0.00
H -3.8451 4.3629 0.8848 0.00
H -3.4664 2.3746 -0.8698 0.00
H -1.9120 2.4662 -1.6991 0.00
H -4.2235 0.5750 -0.0284 0.00
H -4.0403 -0.5426 -1.3768 0.00
H -2.6097 -2.8932 2.2264 0.00
H -4.2870 -2.9007 2.8132 0.00
H -3.8053 -3.9887 1.4950 0.00
H -5.5797 -1.8315 -0.4520 0.00
H -5.9581 -2.6809 1.0379 0.00
H -5.8503 -0.9219 1.0621 0.00
C -1.5361 -2.7869 -2.2474 0.00
P -0.3080 -1.4428 -2.3062 -0.01
C -0.8198 -0.4991 -3.7712 0.00
C 1.2387 -2.2776 -2.7055 0.00
C 1.7374 -3.2104 -1.7936 0.00
C 2.8772 -3.9365 -2.0960 0.00
C 3.5414 -3.7196 -3.2966 0.00
C 3.0633 -2.7782 -4.1958 0.00
C 1.9092 -2.0626 -3.9079 0.00
H -1.3509 -3.4297 -1.3872 0.00
H -1.4751 -3.3881 -3.1549 0.00
H -2.5437 -2.3736 -2.1723 0.00
H -0.8672 -1.1472 -4.6469 0.00
H -0.1459 0.3298 -3.9803 0.00
H -1.8146 -0.0952 -3.5847 0.00
H 1.2382 -3.3761 -0.8457 0.00
H 3.2502 -4.6680 -1.3916 0.00
H 4.4322 -4.2876 -3.5300 0.00
H 3.5772 -2.6093 -5.1327 0.00
H 1.5436 -1.3456 -4.6314 0.00
F 1.2457 0.3325 2.9900 0.00
C 1.9812 0.6995 1.9459 -0.01
F 1.9111 2.0289 1.8230 0.00
F 3.2547 0.3622 2.1664 -0.01
C 1.4757 0.0120 0.6902 -0.11
O 1.0684 -1.2057 0.7469 -0.06
O 1.7203 0.5296 -0.5196 -0.03
C 4.0165 2.3422 -0.4777 0.00
Si 3.2783 0.8547 -1.3104 0.00
C 4.2781 -0.6936 -1.0594 0.00
C 2.7608 1.2576 -3.0543 0.00
H 4.8957 2.6332 -1.0616 0.00
H 4.3525 2.1582 0.5421 0.00
H 3.3345 3.1940 -0.4770 0.00
H 4.5305 -1.1609 -2.0128 0.00
H 3.7382 -1.4409 -0.4736 0.00
H 5.2067 -0.4671 -0.5339 0.00
H 3.3012 0.6484 -3.7793 0.00
H 2.9565 2.3081 -3.2748 0.00
H 1.6957 1.0834 -3.2122 0.00
```

LUMO (alpha / beta)   -5.99 / -5.40 eV
Charge   +2
⟨S²⟩   0.87
Energy above the lowest of the compared OMol25 structures with the same formula, charge and spin   5.7 kcal per mole
Frontier orbital gap (alpha / beta)   8.27 / 8.69 eV
Multiplicity   2


(2)
C21H36FO4P | ωB97M-V with the def2-TZVPD basis set

XYZ file:
```
63
Properties=species:S:1:pos:R:3:lowdin_charge:R:1
C 3.4997 0.7426 3.7967 -0.15
C 1.8777 1.0922 3.7087 -0.25
C 1.4817 1.4618 2.1414 -0.24
C 2.2988 2.7868 1.5614 -0.21
C 1.1791 3.7895 0.8420 -0.23
C 1.1145 3.6371 -0.7912 -0.22
C 0.7237 2.0917 -1.2935 -0.21
C 0.9360 2.0839 -2.9189 -0.22
C 1.3335 0.6307 -3.5644 -0.22
C 2.4618 -0.2182 -2.7320 -0.20
C 1.6881 -1.6032 -2.2022 -0.21
C 2.7247 -2.8657 -2.0623 -0.17
C 2.3125 -3.8627 -0.8036 -0.23
O 0.8583 -4.0690 -0.9010 -0.26
P 0.0848 -3.6551 0.6434 0.85
O 0.4184 -4.7346 1.7824 -0.33
O 0.5353 -2.0510 1.2111 -0.22
F 1.4894 -2.1653 2.1118 -0.07
O -1.6473 -3.8024 0.3304 -0.23
C -2.4209 -3.1670 1.4082 -0.23
C -3.3180 -1.9272 0.8164 -0.12
C -4.9244 -2.2610 0.5281 -0.01
C -5.9823 -1.1022 -0.0252 -0.02
C -5.3426 0.4048 -0.2750 -0.19
C -6.3470 1.6186 -0.7762 -0.14
C -3.7491 0.7885 -0.0554 -0.02
C -2.7518 -0.4217 0.4985 -0.01
H 3.5994 -0.2969 4.3425 0.08
H 3.9808 1.5987 4.4651 0.08
H 4.0295 0.7494 2.7529 0.07
H 1.2995 0.0780 3.9465 0.10
H 1.5630 1.9618 4.4485 0.11
H 1.7571 0.5481 1.4585 0.09
H 0.3203 1.6396 2.0038 0.10
H 2.8603 3.3757 2.4286 0.11
H 3.1513 2.4963 0.7857 0.11
H 0.1125 3.7166 1.3583 0.11
H 1.5811 4.8918 1.0607 0.11
H 2.1165 3.9837 -1.3380 0.12
H 0.2451 4.3214 -1.1975 0.11
H 1.4343 1.3824 -0.6921 0.07
H -0.4036 1.8526 -0.9831 0.11
H -0.1183 2.3795 -3.3922 0.12
H 1.6646 2.9684 -3.2266 0.11
H 0.3345 0.0263 -3.7828 0.11
H 1.8093 0.8524 -4.6359 0.11
H 3.3529 -0.6221 -3.4133 0.11
H 2.9746 0.3651 -1.8527 0.11
H 1.1357 -1.3015 -1.2156 0.09
H 0.8418 -1.9400 -2.9681 0.12
H 3.8414 -2.5244 -1.9825 0.11
H 2.6392 -3.4898 -3.0752 0.13
H 2.6688 -3.4803 0.2438 0.12
H 2.8200 -4.9058 -1.0158 0.14
H -1.7524 -2.7172 2.2749 0.13
H -3.1487 -3.9398 1.9346 0.14
H -5.3403 -3.3434 0.7174 0.09
H -7.1180 -1.3212 -0.2252 0.09
H -5.7584 2.5042 -1.2667 0.07
H -6.8832 2.0125 0.2151 0.09
H -7.1659 1.2523 -1.5316 0.08
H -3.3617 1.8758 -0.2817 0.09
H -1.6173 -0.1724 0.6601 0.07
```

LUMO   -0.30 eV
Frontier orbital gap   8.26 eV
SMILES string   CCCCCCCCCCCCCO[P@@](=O)(OF)OCc1ccc(C)cc1


(3)
C21H36O5 | ωB97M-V with the def2-TZVPD basis set

XYZ file:
```
62
Properties=species:S:1:pos:R:3:lowdin_charge:R:1
C -3.3886 -3.7997 1.4235 -0.07
C -3.0796 -3.2589 -0.0703 -0.13
C -3.8552 -1.8652 -0.3174 -0.22
C -3.6977 -1.4035 -1.7024 -0.26
C -4.5767 -0.3184 -2.1483 -0.06
H -4.4049 0.1170 -2.9522 0.01
H -5.7503 -0.5348 -1.8278 0.18
C -4.4203 1.0563 -1.1446 -0.36
C -2.9889 1.3467 -0.9333 0.00
C -2.2841 1.2993 0.3249 -0.02
C -0.9209 1.7589 0.5497 -0.16
H -0.4878 1.8223 -0.5406 0.19
C -0.1918 0.1675 1.1214 -0.18
C 0.1993 -0.6962 0.3229 -0.27
C 0.4675 -2.0528 0.9232 -0.07
C 1.4825 -2.8364 1.0841 -0.08
C 2.7657 -2.7270 0.1137 -0.08
H 3.1046 -3.5754 -0.1857 0.02
H 2.5214 -1.9069 -0.8886 0.17
C 3.7905 -1.7212 0.9106 -0.11
C 4.8354 -1.2458 -0.2590 -0.07
C 4.2179 -0.0875 -0.9409 -0.66
O 3.2344 0.4326 -0.9661 0.18
O 5.1647 0.1999 -1.8546 -0.08
C 4.8351 1.3332 -3.1903 0.20
H 4.0775 0.8432 -3.5614 0.01
H 5.7136 1.1672 -3.5788 0.01
H 4.5810 2.2292 -2.4445 0.14
H 5.2204 -2.0817 -0.6656 0.07
H 5.7424 -0.8276 0.4566 0.18
H 3.3737 -0.8138 1.2615 0.08
H 4.2626 -2.4280 1.4174 0.05
H 1.6614 -3.6337 1.6185 0.05
H -0.3227 -2.4477 1.7273 0.15
H 0.9818 -0.5526 -0.3411 0.10
H -0.6395 -0.7698 -0.3293 0.13
H -0.9051 -0.0442 1.7873 0.09
C 0.9195 1.0023 2.3203 -0.06
O 1.9711 1.5301 1.2992 -0.05
H 2.0992 1.0066 0.6570 -0.10
H 1.3856 0.2075 2.9749 0.13
C 0.0632 2.2632 2.8973 0.07
H -0.5955 1.8308 3.4595 0.04
H 0.8526 2.7702 3.1044 0.04
C -0.6344 2.8451 1.3684 -0.29
H -1.2791 3.2623 1.7107 0.01
O 0.3597 3.6029 0.8116 -0.03
H 1.2742 3.1374 0.7006 0.14
H -2.8633 1.2605 1.1359 0.08
H -2.5142 1.5854 -1.6996 0.03
O -5.0736 2.2278 -1.5253 0.00
H -4.6515 2.5379 -2.3355 0.10
H -4.6700 0.8663 -0.1556 0.11
H -2.6286 -1.1926 -1.6578 0.12
H -3.8428 -2.2042 -2.3126 0.09
H -5.0398 -2.0566 0.0358 0.18
H -3.7447 -1.2911 0.3999 -0.01
H -3.6303 -3.9899 -0.7447 0.12
H -2.1399 -2.9653 -0.2059 0.03
H -4.3442 -4.0302 1.8056 0.06
H -3.0503 -3.1473 1.9955 -0.04
H -2.8206 -4.7241 1.5708 0.08
```

LUMO   0.64 eV
Energy above the lowest of the compared OMol25 structures with the same formula, charge and spin   507.8 kcal per mole
Frontier orbital gap   8.91 eV


(4)
C21H36P2PdSe | ωB97M-V with the def2-TZVPD basis set

XYZ file:
```
61
Properties=species:S:1:pos:R:3:lowdin_spin:R:1
P 0.1421 -1.6574 -5.4298 0.03
P 0.2984 2.1694 -4.6793 0.03
C -0.0549 -0.1132 -6.3443 0.04
C 0.9324 0.9828 -5.9298 0.00
H -1.1098 0.1947 -6.2415 0.01
H 0.0530 -0.3653 -7.4120 0.00
H 1.8835 0.5672 -5.5598 0.00
H 1.1412 1.5740 -6.8365 0.00
C -0.6259 3.2815 -5.8062 0.00
H -0.9332 4.1930 -5.2835 0.00
H -1.5166 2.8177 -6.2462 0.00
H 0.0352 3.5812 -6.6321 0.00
C 1.6657 3.1700 -4.0958 0.01
H 1.8605 3.9718 -4.8324 0.00
H 2.5709 2.5500 -3.9921 0.00
H 1.4192 3.6143 -3.1185 0.00
C -1.0988 -2.7397 -6.2023 0.01
H -1.2611 -3.6308 -5.5753 0.00
H -0.7235 -3.0476 -7.1936 0.00
H -2.0561 -2.2053 -6.3314 0.00
C 1.7561 -2.3915 -5.7391 0.00
H 2.5288 -1.6184 -5.7763 0.00
H 1.7295 -2.9476 -6.6804 0.00
H 1.9944 -3.0986 -4.9376 0.00
Pd 2.6760 1.1385 -0.4551 0.62
C -1.2123 1.4125 -3.7090 0.10
C -2.1228 0.5610 -4.4658 0.58
C -2.9454 -0.5230 -3.9293 0.11
C -2.4749 -1.3769 -2.6789 0.11
C -1.3191 -2.2046 -2.9126 0.60
C -0.1486 -1.7694 -3.6782 0.10
C 0.4760 -0.4843 -2.9813 0.06
C -0.4354 0.6756 -2.5573 0.02
C 1.8784 -0.5693 0.1002 0.24
H -1.6939 2.3054 -3.2510 0.03
H -2.4944 0.9880 -5.4400 0.01
H -3.1371 -1.2429 -4.7521 0.02
H -3.9536 -0.1434 -3.6706 0.04
H -2.3679 -0.7300 -1.7889 0.04
H -3.2963 -2.0514 -2.3860 0.01
H -1.1508 -3.0628 -2.2508 0.03
H 0.5659 -2.5917 -3.4732 0.00
H 1.3386 -0.0947 -3.5552 0.01
H 0.9641 -0.8956 -2.0844 0.01
H -1.1147 0.3629 -1.7568 0.00
H 0.2318 1.3702 -2.0094 0.01
H 2.0697 -0.7425 1.1627 0.01
H 2.4906 -1.2663 -0.4951 0.05
H 0.8177 -0.6283 -0.1804 0.02
Se 0.8525 1.9216 0.8896 0.76
C 0.5318 0.9836 2.4842 0.07
C -0.8177 0.6827 2.7944 0.06
C -1.1324 0.0310 3.9846 -0.01
C -0.1179 -0.3277 4.8905 0.07
C 1.2178 -0.0159 4.5907 -0.01
C 1.5455 0.6247 3.3913 0.05
H -1.5857 1.0136 2.0974 0.00
H -2.1794 -0.1917 4.2111 0.00
H -0.3791 -0.8279 5.8277 0.00
H 2.0050 -0.2767 5.3046 0.00
H 2.5759 0.8936 3.1594 0.00
```

LUMO (alpha / beta)   -5.56 / -6.58 eV
Charge   +2
⟨S²⟩   6.03
Energy above the lowest of the compared OMol25 structures with the same formula, charge and spin   0.0 kcal per mole
Frontier orbital gap (alpha / beta)   5.23 / 6.50 eV
Multiplicity   5


Record order is preserved below.
Energy: -86575.82141; -42539.41239; -32577.10097; -109743.14817 eV